C56H140O28 | ωB97M-V/def2-TZVPD

Lowest unoccupied orbital energy   0.0699 eV
Energy relative to the best compared isomer or geometry (same formula, charge and spin)   73.533 eV
Energy   -4320.923645 hartree

Last column: Löwdin charge in e.
Element x y z (Å)
1 C -4.10508 0.03301 -7.77211  -0.097
2 O -3.25878 -0.38502 -6.70892  -0.171
3 C -2.39959 0.64259 -6.30146  -0.201
4 C -1.48329 0.13785 -5.22651  -0.165
5 O -2.17117 -0.10336 -3.98280  -0.084
6 C -1.30424 -0.49551 -2.97508  -0.316
7 H -3.55767 0.19996 -8.69978  0.086
8 H -4.59959 0.95095 -7.45441  0.084
9 H -4.89624 -0.71049 -7.86893  0.089
10 H -2.97218 1.47688 -5.89624  0.137
11 H -1.82712 0.91330 -7.18864  0.098
12 H -0.72738 0.90848 -5.07544  0.082
13 H -0.88331 -0.68557 -5.61395  0.121
14 H -0.41816 0.12263 -2.83064  0.125
15 H -0.93872 -1.48962 -3.23246  0.073
16 H -1.80893 -0.64366 -2.02039  0.058
17 C 4.29135 3.82888 6.39683  -0.105
18 O 4.16562 2.85859 5.35640  -0.191
19 C 4.39286 3.35977 4.05227  -0.183
20 C 4.99060 2.23389 3.19229  -0.160
21 O 4.06035 1.25120 2.78892  -0.152
22 C 3.32276 1.53232 1.59956  -0.159
23 H 3.44338 4.48129 6.18850  0.003
24 H 5.24441 4.34182 6.52585  0.098
25 H 3.96590 3.17506 7.20598  0.110
26 H 5.07924 4.20465 4.10856  0.128
27 H 3.43660 3.75291 3.70713  0.072
28 H 5.78675 1.68569 3.69600  0.130
29 H 5.51596 2.68252 2.34919  0.120
30 H 2.50508 0.82671 1.45253  0.004
31 H 3.97430 1.50685 0.72610  0.127
32 H 2.84742 2.51293 1.62347  0.118
33 C 1.17344 -2.52642 3.53044  -0.039
34 O 1.31749 -3.98240 3.69099  -0.124
35 C 0.54155 -4.73752 2.74146  -0.138
36 C -0.96400 -4.64530 3.13942  -0.156
37 O -1.32262 -5.25213 4.39120  -0.164
38 C -2.59999 -4.96257 4.94331  -0.114
39 H 0.76142 -2.20022 2.57548  0.068
40 H 2.14222 -2.03098 3.59455  -0.015
41 H 0.60119 -2.05736 4.33082  0.105
42 H 0.75690 -5.80326 2.81840  0.123
43 H 0.68249 -4.36585 1.72652  0.114
44 H -1.51143 -5.05027 2.28828  0.086
45 H -1.20095 -3.58815 3.25945  0.106
46 H -3.36095 -5.19790 4.19921  0.097
47 H -2.65309 -3.91766 5.24900  -0.032
48 H -2.78049 -5.51959 5.86269  0.100
49 C -0.97934 1.57470 -0.08601  0.026
50 O -1.99519 1.28400 0.93846  -0.250
51 C -2.57436 2.47990 1.59295  -0.165
52 C -3.22090 3.56341 0.75143  -0.119
53 O -2.24887 4.32399 0.03460  -0.222
54 C -2.87665 5.19118 -0.93082  -0.057
55 H -0.35186 2.39047 0.27301  0.095
56 H -1.45510 2.03481 -0.95207  0.043
57 H -0.40128 0.71007 -0.41212  0.083
58 H -1.76015 2.95646 2.13889  0.144
59 H -3.25965 2.17536 2.38398  0.095
60 H -3.80658 4.24614 1.36702  0.138
61 H -3.94182 3.00039 0.15866  0.141
62 H -3.71672 5.80632 -0.60835  0.097
63 H -3.30274 4.59526 -1.73792  0.070
64 H -2.13339 5.87742 -1.33669  0.095
65 C -2.69808 -1.53856 -1.25771  -0.133
66 O -3.54519 -0.57133 -0.66133  -0.051
67 C -3.53853 -0.49953 0.79387  -0.130
68 C -3.82800 -1.89852 1.49116  -0.120
69 O -4.94319 -2.70167 1.03895  -0.163
70 C -6.12752 -2.02303 0.99733  -0.143
71 H -2.96863 -2.53887 -0.91966  0.107
72 H -1.65906 -1.28058 -1.05281  0.091
73 H -2.80894 -1.59741 -2.34046  0.141
74 H -4.35790 0.14538 1.11138  0.137
75 H -2.62534 -0.00572 1.12605  0.000
76 H -3.90658 -1.78196 2.57205  0.136
77 H -2.94270 -2.50122 1.28842  -0.003
78 H -6.15246 -1.23614 1.75118  0.091
79 H -6.92296 -2.72405 1.25020  0.084
80 H -6.35330 -1.70494 -0.02048  0.093
81 C 1.61229 4.77746 6.39309  -0.127
82 O 0.48640 5.20465 5.67619  -0.155
83 C 0.71705 5.64040 4.33913  -0.181
84 C 1.30190 4.57959 3.44664  -0.158
85 O 0.38450 3.43776 3.40106  -0.114
86 C 0.81273 2.36229 2.64040  -0.204
87 H 1.25172 4.40610 7.35235  0.113
88 H 2.36490 5.54173 6.58690  0.093
89 H 2.10521 3.94860 5.88503  0.062
90 H 1.40569 6.48527 4.34738  0.120
91 H -0.19407 6.13038 3.99579  0.128
92 H 2.28480 4.32875 3.84550  0.062
93 H 1.45711 4.97735 2.44375  0.128
94 H 1.78281 2.01342 2.99444  0.131
95 H 0.93358 2.52940 1.57009  0.093
96 H -0.00270 1.64484 2.73225  0.085
97 C -1.67580 -3.07395 -4.03931  -0.025
98 O -1.48402 -3.02810 -2.60546  -0.262
99 C -0.45945 -3.85659 -1.95925  -0.136
100 C -0.57187 -5.35567 -2.25441  -0.134
101 O -0.09408 -5.84340 -3.54633  -0.166
102 C 1.30256 -6.02602 -3.55792  -0.106
103 H -2.12828 -2.14888 -4.39654  0.109
104 H -2.49579 -3.75003 -4.28144  0.113
105 H -0.81438 -3.38708 -4.62923  0.102
106 H -0.53936 -3.54765 -0.91701  0.119
107 H 0.53345 -3.50354 -2.23782  0.139
108 H -1.63630 -5.57164 -2.34630  0.128
109 H -0.18990 -5.99067 -1.45505  0.071
110 H 1.58003 -6.90827 -2.98107  0.088
111 H 1.80569 -5.13081 -3.19245  0.078
112 H 1.64630 -6.17486 -4.58153  0.091
113 C 0.79438 6.11186 -2.86972  -0.091
114 O 0.05614 5.93185 -1.65352  -0.168
115 C -0.13789 4.52887 -1.26247  -0.141
116 C 1.13507 3.78999 -0.80479  -0.114
117 O 2.07779 3.47766 -1.84422  -0.245
118 C 3.20019 2.72145 -1.39348  -0.070
119 H 0.49307 6.98680 -3.44573  0.090
120 H 0.62706 5.27539 -3.54827  0.063
121 H 1.87001 6.01476 -2.72244  0.085
122 H -0.74759 4.01884 -2.00829  0.092
123 H -0.86067 4.45770 -0.44968  0.064
124 H 0.85847 2.86070 -0.30678  0.075
125 H 1.61197 4.35831 -0.00625  0.130
126 H 3.90456 2.31287 -2.11807  0.107
127 H 2.87424 1.91283 -0.73927  0.037
128 H 3.81185 3.35030 -0.74655  0.102
129 C 0.67444 0.66060 -7.21912  -0.084
130 O 1.16257 -0.63926 -6.90782  -0.152
131 C 2.30236 -0.68950 -6.05734  -0.164
132 C 2.11542 -0.12720 -4.64653  -0.089
133 O 0.89233 -0.50730 -3.92716  -0.217
134 C 0.75909 -1.94476 -4.05440  -0.081
135 H 1.34092 1.29424 -7.80427  0.095
136 H 0.51580 1.27561 -6.33331  0.063
137 H -0.28350 0.51130 -7.71728  0.082
138 H 3.09742 -0.10062 -6.51472  0.131
139 H 2.62566 -1.72533 -5.95423  0.117
140 H 2.07956 0.96212 -4.63201  0.083
141 H 2.94800 -0.47979 -4.03777  0.135
142 H 1.67339 -2.52583 -4.17486  0.136
143 H 0.08408 -2.24954 -4.85414  0.090
144 H 0.16770 -2.27417 -3.20009  0.010
145 C 3.50177 -1.08970 -0.66257  -0.112
146 O 3.22367 -0.96929 0.64424  -0.199
147 C 3.68478 -2.09871 1.41504  -0.063
148 C 3.78621 -1.77221 2.91666  -0.164
149 O 4.74001 -2.56439 3.58933  -0.142
150 C 4.82288 -2.41980 4.99432  -0.088
151 H 2.92413 -1.89068 -1.12396  0.123
152 H 4.55735 -1.15128 -0.92725  0.123
153 H 3.09867 -0.19671 -1.14024  0.054
154 H 4.64622 -2.48178 1.07300  0.133
155 H 3.04463 -2.96937 1.27264  0.132
156 H 2.78274 -1.88509 3.32702  -0.011
157 H 3.97223 -0.70100 2.99427  0.124
158 H 3.85971 -2.43570 5.50436  0.086
159 H 5.18176 -1.42206 5.24697  0.084
160 H 5.42014 -3.18074 5.49666  0.090
161 C -2.34621 0.95181 2.76019  -0.242
162 O -1.96430 0.12208 3.89020  -0.186
163 C -2.10133 0.68557 5.17848  -0.146
164 C -1.54918 -0.33664 6.22920  -0.165
165 O -2.50599 -1.34848 6.49744  -0.138
166 C -2.67436 -2.28820 5.46544  -0.128
167 H -3.37379 1.30249 2.85620  0.125
168 H -2.23814 0.47095 1.78798  -0.059
169 H -1.73333 1.85214 2.71682  0.088
170 H -3.12979 0.85637 5.49662  0.134
171 H -1.42588 1.53958 5.22880  0.128
172 H -1.33852 0.31417 7.07782  0.121
173 H -0.62364 -0.81722 5.91217  0.112
174 H -1.79910 -2.91922 5.31106  0.087
175 H -2.88614 -1.88577 4.47483  0.087
176 H -3.55634 -2.90441 5.64007  0.106
177 C -0.11562 0.17426 1.94402  -0.126
178 O 0.73997 1.15248 1.42883  -0.345
179 C 1.71076 0.59725 0.45723  -0.169
180 C 1.14567 0.20318 -0.98364  -0.117
181 O 0.18297 -0.85786 -0.89965  -0.045
182 C -0.20110 -1.40363 -2.08688  -0.470
183 H -0.79653 0.65236 2.64822  0.072
184 H 0.40075 -0.63272 2.46385  0.114
185 H -0.75365 -0.25922 1.17388  0.059
186 H 2.15396 -0.28061 0.92736  0.058
187 H 2.50886 1.33962 0.45147  0.026
188 H 2.02879 -0.03510 -1.57644  0.087
189 H 0.65737 1.03327 -1.49414  0.070
190 H -0.07044 -2.48290 -2.16567  0.026
191 H 0.35130 -0.95113 -2.91041  -0.022
192 H -1.28283 -1.29165 -2.01322  -0.042
193 C 2.45644 3.54631 -6.01424  -0.094
194 O 1.45532 2.80751 -5.40004  -0.235
195 C 1.44529 2.76537 -3.93665  -0.160
196 C 0.22967 2.04790 -3.43587  -0.165
197 O -0.85194 2.98082 -3.43448  -0.144
198 C -2.06824 2.57057 -2.80689  -0.048
199 H 2.38163 4.57636 -5.66567  0.090
200 H 2.36797 3.48506 -7.09890  0.091
201 H 3.38940 3.11137 -5.65576  0.092
202 H 1.54541 3.78321 -3.55972  0.095
203 H 2.33324 2.25472 -3.56400  0.101
204 H 0.31112 1.63569 -2.43010  0.084
205 H 0.05403 1.15247 -4.03207  0.074
206 H -2.44050 1.59337 -3.11448  0.100
207 H -2.88034 3.29760 -2.81151  0.091
208 H -1.84272 2.42291 -1.75073  0.019
209 C -0.04313 -6.68231 0.43349  -0.110
210 O -0.40299 -5.33542 0.54142  -0.266
211 C -1.81079 -5.10432 0.23855  -0.136
212 C -2.09689 -3.66922 0.32471  -0.199
213 O -1.72345 -3.03755 1.55609  -0.196
214 C -1.24510 -1.72226 1.46661  -0.157
215 H -0.55818 -7.11028 1.29353  0.111
216 H 1.01887 -6.83912 0.62235  0.107
217 H -0.16175 -7.24936 -0.48980  0.092
218 H -2.40632 -5.64929 0.97098  0.145
219 H -2.13017 -5.39003 -0.76368  0.123
220 H -3.17918 -3.65266 0.19638  0.138
221 H -1.64844 -3.10988 -0.49634  0.079
222 H -1.26001 -1.30153 2.47203  0.122
223 H -1.75317 -1.05466 0.77071  0.081
224 H -0.20337 -1.73070 1.14595  0.107